Entry one
# C2H9N2O

A cluster of 2 separate species, C2H9N2O in total (ωB97M-V/def2-TZVPD, the Open Molecules 2025 dataset).

Cartesian coordinates (Å):
C -1.057 0.214 0.178
C -0.001 0.055 1.020
N -0.043 0.406 2.308
N -1.276 -0.353 -1.144
H -1.859 0.906 0.489
H 0.887 -0.519 0.729
H 0.813 0.259 2.821
H -0.759 0.820 2.878
H -0.347 -0.345 -1.614
H -1.950 0.184 -1.684
H -1.496 -1.353 -1.120
H 2.688 -0.762 -1.691
H 2.333 0.546 -1.233
O 2.068 -0.058 -1.938

* M: 77.11 Da
* net charge: +1

Entry two
# C2H9N2O

A cluster of 2 separate species, C2H9N2O in total (ωB97M-V/def2-TZVPD, the Open Molecules 2025 dataset).

Cartesian coordinates (Å):
C -1.236 0.771 0.341
N 1.315 -0.017 -0.456
C 0.347 0.183 -1.411
N -0.868 -0.161 -0.696
H -2.119 1.362 0.056
H -0.410 1.484 0.458
H -1.541 0.183 1.195
H 2.262 -0.040 -0.862
H 0.492 -0.616 -2.173
H 0.199 1.201 -1.791
H -0.795 -1.105 -0.314
H 1.001 -0.697 1.215
H 0.939 -1.519 2.538
O 0.414 -1.030 1.899

* M: 77.11 Da
* net charge: +1

Entry three
# C2H9N2O

A cluster of 2 separate species, C2H9N2O in total (ωB97M-V/def2-TZVPD, the Open Molecules 2025 dataset).

Cartesian coordinates (Å):
C 0.121 -1.768 -1.142
N -0.209 0.581 1.748
C -0.213 -0.566 1.088
N -0.281 -0.580 -0.193
H -0.298 -1.622 -2.141
H 1.135 -1.609 -1.347
H -0.290 -2.687 -0.725
H -0.325 1.461 1.140
H 0.129 0.493 2.645
H 0.087 -1.502 1.547
H -0.356 0.436 -0.679
H 0.350 2.054 -1.280
H -0.201 3.070 -0.360
O 0.352 2.239 -0.301

* M: 77.11 Da
* net charge: +1

The structure with the most favorable energy is entry three; the runner-up is 0.0082 hartree above it.

Entry one
# C2H9N2O

A cluster of 2 separate species, C2H9N2O in total (ωB97M-V/def2-TZVPD, the Open Molecules 2025 dataset).

Cartesian coordinates (Å):
C -0.410 -1.663 1.194
N -0.791 1.402 -0.378
C -1.151 0.224 0.045
N -0.205 -0.750 0.032
H -1.272 -2.306 1.018
H -0.594 -1.106 2.122
H 0.488 -2.280 1.199
H 0.165 1.687 -0.605
H -1.466 2.151 -0.455
H -2.170 0.040 0.378
H 0.682 -0.559 -0.410
H 2.563 1.365 -0.707
H 2.290 0.777 -2.132
O 1.871 1.017 -1.302

* M: 77.11 Da
* net charge: +1

Entry two
# C2H9N2O

A cluster of 2 separate species, C2H9N2O in total (ωB97M-V/def2-TZVPD, the Open Molecules 2025 dataset).

Cartesian coordinates (Å):
N 1.599 0.689 1.707
H 2.095 1.438 1.231
H 1.406 0.996 2.658
H 0.652 0.442 1.187
H 2.192 -0.138 1.748
C -1.349 -0.197 -0.144
N -0.783 -0.580 -1.273
C 0.634 -0.445 -1.567
O -0.770 0.307 0.825
H -2.428 -0.351 -0.108
H -1.380 -0.958 -1.990
H 0.805 -0.741 -2.596
H 1.218 -1.097 -0.929
H 0.950 0.593 -1.435

* M: 77.11 Da
* net charge: +1

The structure with the most favorable energy is entry two; the runner-up is 0.0193 hartree above it.

Entry one
# C4H6OS3

The molecule C4H6OS3 (ωB97M-V/def2-TZVPD, the Open Molecules 2025 dataset).

Cartesian coordinates (Å):
C -1.610 1.967 0.367
S -1.798 1.121 -1.272
C -1.293 -0.549 -0.792
C 0.167 -0.624 -0.445
S 1.381 -0.629 -1.525
C 0.346 -0.607 0.982
O -0.566 -0.890 1.734
S 1.938 -0.382 1.818
H -2.177 2.929 0.264
H -1.941 1.529 1.293
H -0.608 2.141 0.373
H -1.783 -0.872 0.136
H -1.582 -1.192 -1.693
H 2.627 -0.304 0.741

* M: 166.29 Da

Entry two
# C4H6OS3

The molecule C4H6OS3 (ωB97M-V/def2-TZVPD, the Open Molecules 2025 dataset).

Cartesian coordinates (Å):
C -3.381 -0.225 0.121
S -1.997 0.909 -0.114
C -0.708 -0.298 -0.171
O -0.827 -1.488 -0.210
C 0.680 0.382 -0.080
S 0.991 1.991 -0.073
S 1.901 -0.887 -0.026
C 3.368 0.115 0.019
H -4.238 0.413 0.178
H -3.324 -0.761 1.045
H -3.461 -0.987 -0.693
H 4.165 -0.598 0.056
H 3.461 0.693 -0.935
H 3.370 0.741 0.884

* M: 166.29 Da

Entry three
# C4H6OS3

A structure of composition C4H6OS3 (ωB97M-V/def2-TZVPD, the Open Molecules 2025 dataset).

Cartesian coordinates (Å):
C 3.171 -1.173 -0.554
C 1.644 0.833 0.663
C -1.078 0.199 0.537
C -2.322 -0.761 -0.007
H 2.158 -1.835 -0.293
H 3.907 -1.341 0.264
H 3.544 -1.554 -1.544
H 1.289 1.893 0.750
H 2.453 0.872 1.383
H -2.174 -2.120 -0.283
O -1.161 1.452 0.314
S 2.597 0.528 -0.880
S 0.329 -0.576 1.180
S -3.576 -0.085 -0.713

* M: 166.29 Da

The structure with the most favorable energy is entry two; the runner-up is 0.0370 hartree above it.

Entry one
# C36H94N2O24S8

A cluster of 10 separate species, C36H94N2O24S8 in total (ωB97M-V/def2-TZVPD, the Open Molecules 2025 dataset).

Cartesian coordinates (Å):
C -7.182 0.059 0.059
C -7.163 1.526 0.398
O -6.228 2.165 -0.494
S -5.354 3.372 0.071
C -6.598 4.472 0.709
O -4.610 2.876 1.170
O -4.725 3.908 -1.078
H -6.160 -0.323 0.050
H -7.613 -0.119 -0.927
H -7.749 -0.534 0.777
H -8.150 1.977 0.278
H -6.858 1.678 1.435
H -6.776 4.163 1.734
H -7.475 4.356 0.079
H -6.215 5.488 0.684
C 0.770 4.981 6.295
C 1.403 4.224 5.150
O 0.985 2.833 5.198
S 2.067 1.724 4.852
C 2.136 2.072 3.109
O 3.300 2.050 5.478
O 1.433 0.473 5.089
H -0.267 5.228 6.072
H 1.360 5.863 6.533
H 0.704 4.360 7.191
H 0.992 4.590 4.205
H 2.485 4.321 5.105
H 2.450 3.103 2.992
H 1.117 1.900 2.769
H 2.827 1.439 2.561
C 5.472 -7.645 0.266
C 4.369 -6.844 -0.375
O 3.378 -6.515 0.602
S 2.472 -5.215 0.400
C 1.024 -5.958 -0.287
O 2.120 -4.744 1.699
O 3.129 -4.354 -0.530
H 6.171 -7.993 -0.497
H 5.105 -8.605 0.651
H 5.959 -7.136 1.094
H 4.801 -5.957 -0.836
H 3.929 -7.427 -1.190
H 1.176 -6.173 -1.342
H 0.237 -5.206 -0.219
H 0.802 -6.822 0.329
C 0.021 2.726 -4.358
C -0.016 2.289 -5.801
O -1.368 2.402 -6.317
S -1.539 2.035 -7.852
C -2.748 3.264 -8.227
O -0.311 2.348 -8.518
O -2.086 0.726 -7.969
H 0.922 2.390 -3.846
H -0.786 2.240 -3.802
H -0.110 3.805 -4.305
H 0.629 2.931 -6.403
H 0.358 1.274 -5.955
H -2.209 4.202 -8.119
H -3.567 3.188 -7.518
H -3.118 3.113 -9.237
C 0.306 3.691 0.210
C 1.383 4.720 -0.003
O 1.933 5.140 1.250
S 3.494 5.503 1.289
C 3.487 7.002 0.376
O 3.785 5.713 2.658
O 4.175 4.492 0.560
H -0.225 3.517 -0.726
H -0.440 4.009 0.946
H 0.686 2.741 0.589
H 2.098 4.262 -0.698
H 1.039 5.572 -0.598
H 3.189 6.906 -0.661
H 4.519 7.360 0.389
H 2.912 7.685 0.998
C 8.431 2.067 -1.905
C 7.296 1.281 -2.567
O 6.128 2.103 -2.665
S 4.705 1.429 -2.483
C 4.511 1.528 -0.718
O 3.791 2.312 -3.099
O 4.815 0.066 -2.892
H 8.388 3.135 -2.099
H 9.389 1.670 -2.242
H 8.388 1.873 -0.834
H 7.591 0.850 -3.520
H 7.079 0.446 -1.899
H 4.997 2.468 -0.469
H 5.131 0.756 -0.268
H 3.446 1.467 -0.522
C -1.994 -2.308 4.506
C -2.783 -3.380 3.803
O -3.172 -2.898 2.492
S -3.166 -3.960 1.337
C -4.265 -3.150 0.227
O -1.862 -3.996 0.749
O -3.724 -5.195 1.793
H -1.177 -1.809 3.985
H -1.562 -2.780 5.394
H -2.607 -1.496 4.904
H -2.215 -4.308 3.737
H -3.683 -3.624 4.370
H -4.587 -3.918 -0.476
H -3.681 -2.415 -0.326
H -5.107 -2.692 0.733
C 4.483 -4.145 4.107
C 3.689 -4.552 5.342
O 3.605 -3.467 6.267
S 2.405 -3.487 7.299
C 1.136 -2.751 6.323
O 2.087 -4.840 7.619
O 2.746 -2.594 8.341
H 5.504 -3.886 4.380
H 3.951 -3.332 3.620
H 4.471 -5.010 3.445
H 2.690 -4.832 4.988
H 4.086 -5.473 5.772
H 1.543 -1.850 5.869
H 0.327 -2.520 7.012
H 0.806 -3.461 5.568
C -3.823 1.708 -3.141
C -3.148 0.339 -3.195
N -3.931 -0.748 -3.773
C -3.129 -1.953 -3.717
C -3.947 -3.234 -3.959
C -4.348 -0.460 -5.148
C -5.697 0.223 -5.280
H -3.732 2.317 -4.041
H -3.296 2.218 -2.333
H -4.870 1.682 -2.853
H -2.136 0.429 -3.621
H -2.993 0.065 -2.144
H -2.253 -1.917 -4.387
H -2.728 -2.058 -2.704
H -3.418 -4.077 -3.513
H -4.915 -3.098 -3.474
H -4.112 -3.453 -5.013
H -4.359 -1.375 -5.736
H -3.601 0.220 -5.591
H -5.825 1.106 -4.656
H -6.466 -0.413 -4.818
H -5.936 0.436 -6.320
C 0.446 0.135 -1.976
C 0.620 -0.969 -0.948
N 0.328 -0.459 0.410
C 0.773 -1.389 1.455
C 2.286 -1.399 1.598
C -1.104 -0.301 0.528
C -1.633 0.506 1.722
H 0.915 -0.254 -2.887
H 1.072 0.969 -1.657
H -0.584 0.382 -2.201
H -0.062 -1.814 -1.134
H 1.657 -1.298 -0.953
H 0.487 -0.897 2.395
H 0.274 -2.363 1.380
H 2.740 -1.776 0.675
H 2.635 -0.365 1.641
H 2.740 -1.925 2.434
H -1.600 -1.286 0.536
H -1.517 0.242 -0.326
H -1.580 -0.081 2.641
H -2.667 0.776 1.510
H -1.053 1.412 1.913

* M: 1195.67 Da

Entry two
# C36H94N2O24S8

A cluster of 10 separate species, C36H94N2O24S8 in total (ωB97M-V/def2-TZVPD, the Open Molecules 2025 dataset).

Cartesian coordinates (Å):
C -3.698 1.729 8.163
C -3.254 0.828 7.085
O -1.983 1.246 6.443
S -1.630 0.950 4.845
C -2.362 2.417 4.015
O -0.181 1.116 4.579
O -2.358 -0.223 4.363
H -4.527 1.305 8.728
H -4.085 2.630 7.687
H -2.791 1.960 8.721
H -3.031 -0.158 7.492
H -3.982 0.783 6.275
H -1.716 3.287 4.130
H -3.360 2.509 4.444
H -2.292 2.124 2.967
C 2.740 -2.039 -1.702
C 1.776 -2.336 -0.616
O 1.521 -1.162 0.143
S 0.433 -0.013 -0.430
C -0.448 0.356 1.136
O 1.255 1.109 -0.821
O -0.509 -0.630 -1.337
H 3.452 -2.831 -1.934
H 3.284 -1.108 -1.546
H 2.151 -1.842 -2.597
H 0.917 -2.871 -1.019
H 2.168 -2.982 0.170
H -0.690 -0.550 1.693
H -1.349 0.928 0.917
H 0.364 0.904 1.614
C 0.507 5.913 3.498
C 1.464 6.246 2.437
O 0.819 5.920 1.179
S 0.427 4.339 0.865
C 0.417 4.516 -0.988
O 1.594 3.472 1.198
O -0.902 4.048 1.293
H -0.338 6.598 3.438
H 1.023 6.010 4.453
H 0.063 4.919 3.561
H 1.598 7.328 2.416
H 2.342 5.603 2.366
H -0.370 5.195 -1.319
H 0.322 3.477 -1.302
H 1.367 5.016 -1.175
C -6.815 -3.202 -1.391
C -5.650 -3.920 -1.955
O -4.517 -3.703 -1.115
S -3.244 -4.796 -1.117
C -2.274 -3.810 0.215
O -3.614 -6.034 -0.504
O -2.555 -4.701 -2.421
H -6.468 -2.199 -1.146
H -7.202 -3.746 -0.529
H -7.743 -3.117 -1.957
H -5.794 -4.998 -1.888
H -5.401 -3.529 -2.942
H -2.930 -3.839 1.085
H -2.092 -2.802 -0.157
H -1.339 -4.336 0.408
C 3.006 3.204 -3.356
C 4.364 2.785 -2.639
O 4.143 3.159 -1.293
S 4.625 4.697 -0.883
C 6.492 4.462 -0.803
O 4.310 5.626 -1.987
O 3.973 4.850 0.441
H 2.708 4.243 -3.222
H 2.180 2.499 -3.255
H 3.259 3.239 -4.416
H 4.464 1.721 -2.851
H 5.267 3.217 -3.070
H 6.992 5.390 -1.079
H 6.707 3.778 -1.624
H 6.795 4.093 0.177
C 7.245 3.109 4.478
C 5.972 3.149 3.639
O 6.116 2.620 2.280
S 5.624 1.081 2.009
C 3.824 1.447 1.685
O 6.279 0.539 0.798
O 5.779 0.294 3.254
H 7.102 3.487 5.491
H 8.170 3.609 4.192
H 7.510 2.053 4.520
H 5.241 2.656 4.280
H 5.772 4.206 3.462
H 3.579 1.942 2.625
H 3.302 0.508 1.504
H 3.905 2.191 0.892
C -1.972 2.097 -4.600
C -2.026 0.543 -4.113
O -3.243 -0.196 -4.307
S -4.608 0.049 -3.305
C -3.800 -0.545 -1.764
O -4.870 1.477 -3.136
O -5.705 -0.875 -3.710
H -2.354 2.096 -5.621
H -0.930 2.366 -4.774
H -2.581 2.751 -3.975
H -1.229 0.021 -4.641
H -1.771 0.591 -3.054
H -4.482 -0.925 -1.003
H -3.174 0.254 -1.367
H -3.277 -1.454 -2.060
C -7.744 1.553 -0.930
C -7.316 1.011 0.491
O -5.896 0.833 0.572
S -5.094 0.185 1.894
C -5.622 -1.555 1.724
O -3.673 0.226 1.586
O -5.599 0.765 3.115
H -8.627 2.186 -1.023
H -7.899 0.741 -1.640
H -6.999 2.259 -1.297
H -7.654 1.637 1.316
H -7.891 0.138 0.800
H -6.642 -1.586 1.342
H -5.526 -1.943 2.738
H -4.964 -2.034 0.999
C 5.831 1.104 -6.707
C 4.584 0.254 -7.103
N 4.298 -0.754 -6.088
C 2.940 -1.228 -5.787
C 2.132 -0.051 -5.158
C 5.317 -1.812 -6.026
C 5.633 -2.686 -7.294
H 6.760 0.603 -6.435
H 5.545 1.807 -5.925
H 5.985 1.761 -7.563
H 3.839 1.027 -7.289
H 4.725 -0.134 -8.112
H 2.445 -1.481 -6.725
H 2.834 -2.061 -5.092
H 2.229 0.859 -5.749
H 1.052 -0.187 -5.214
H 2.535 0.097 -4.156
H 5.208 -2.434 -5.138
H 6.186 -1.258 -5.671
H 6.054 -3.619 -6.918
H 6.320 -2.279 -8.035
H 4.704 -2.938 -7.805
C -1.262 -7.472 3.719
C -1.784 -6.400 2.631
N -1.336 -5.013 2.903
C 0.152 -5.069 2.820
C 0.729 -3.674 2.507
C -1.923 -4.400 4.145
C -3.394 -4.167 4.255
H -0.211 -7.736 3.599
H -1.796 -8.420 3.663
H -1.546 -7.020 4.669
H -1.491 -6.705 1.626
H -2.873 -6.420 2.575
H 0.544 -5.337 3.802
H 0.487 -5.826 2.111
H 1.506 -3.846 1.761
H 0.106 -2.983 1.938
H 1.117 -3.266 3.440
H -1.406 -3.450 4.282
H -1.611 -4.896 5.065
H -3.740 -3.586 3.400
H -3.472 -3.647 5.209
H -3.990 -5.080 4.251

* M: 1195.67 Da

The structure with the most favorable energy is entry one; the runner-up is 0.2021 hartree above it.